{
  "formula": "C48H113N3O10",
  "method": "ωB97M-V with the def2-TZVPD basis set",
  "symbols": ["C", "C", "C", "C", "C", "C", "C", "C", "C", "N", "O", "H", "H", "H", "H", "H", "H", "H", "H", "H", "H", "H", "H", "H", "H", "H", "H", "H", "H", "H", "C", "C", "C", "C", "C", "C", "C", "C", "C", "N", "O", "H", "H", "H", "H", "H", "H", "H", "H", "H", "H", "H", "H", "H", "H", "H", "H", "H", "H", "H", "C", "C", "C", "C", "C", "C", "C", "C", "C", "N", "O", "H", "H", "H", "H", "H", "H", "H", "H", "H", "H", "H", "H", "H", "H", "H", "H", "H", "H", "H", "C", "C", "C", "O", "H", "H", "H", "H", "H", "H", "H", "H", "C", "C", "C", "O", "H", "H", "H", "H", "H", "H", "H", "H", "C", "C", "C", "O", "H", "H", "H", "H", "H", "H", "H", "H", "C", "C", "C", "O", "H", "H", "H", "H", "H", "H", "H", "H", "C", "C", "C", "O", "H", "H", "H", "H", "H", "H", "H", "H", "C", "C", "C", "O", "H", "H", "H", "H", "H", "H", "H", "H", "C", "C", "C", "O", "H", "H", "H", "H", "H", "H", "H", "H"],
  "xyz": [[1.278, -3.769, 3.934], [0.743, -4.552, 2.704], [0.110, -3.624, 1.702], [1.923, -5.228, 2.006], [2.404, -6.475, 2.696], [1.220, -7.459, 2.753], [0.008, -6.925, 3.515], [-1.208, -7.742, 3.153], [0.224, -7.032, 5.027], [-0.269, -5.540, 3.100], [-1.278, -4.902, 3.857], [2.026, -3.031, 3.650], [0.432, -3.256, 4.387], [1.792, -4.459, 4.604], [-0.384, -4.194, 0.907], [-0.687, -2.990, 2.104], [0.822, -2.978, 1.180], [1.689, -5.435, 0.957], [2.715, -4.471, 1.952], [3.240, -6.998, 2.232], [2.712, -6.309, 3.734], [1.568, -8.305, 3.358], [0.903, -7.803, 1.768], [-1.558, -7.586, 2.132], [-2.078, -7.494, 3.769], [-1.004, -8.804, 3.323], [1.095, -6.463, 5.361], [0.390, -8.061, 5.352], [-0.639, -6.670, 5.592], [-1.103, -5.092, 4.790], [-6.775, 0.975, -0.772], [-5.981, 0.562, -2.004], [-5.282, -0.788, -1.823], [-6.906, 0.573, -3.213], [-6.227, 0.645, -4.574], [-5.317, 1.874, -4.664], [-4.333, 1.905, -3.486], [-3.179, 0.960, -3.777], [-3.754, 3.335, -3.446], [-5.010, 1.670, -2.223], [-4.058, 1.724, -1.162], [-7.339, 1.882, -0.985], [-6.154, 1.037, 0.119], [-7.547, 0.219, -0.573], [-5.998, -1.492, -1.389], [-4.464, -0.697, -1.110], [-4.949, -1.161, -2.787], [-7.522, -0.337, -3.216], [-7.661, 1.368, -3.157], [-6.913, 0.521, -5.411], [-5.562, -0.230, -4.652], [-5.960, 2.757, -4.698], [-4.671, 1.833, -5.541], [-3.512, -0.047, -4.046], [-2.543, 1.297, -4.601], [-2.501, 0.824, -2.930], [-2.749, 3.329, -3.015], [-3.651, 3.769, -4.442], [-4.382, 3.990, -2.842], [-4.396, 2.439, -0.613], [0.857, 4.824, 0.230], [1.488, 5.000, -1.161], [0.637, 4.245, -2.203], [1.524, 6.447, -1.616], [2.530, 7.260, -0.809], [3.902, 6.687, -1.016], [3.982, 5.177, -0.702], [5.255, 4.709, -1.441], [4.161, 5.008, 0.803], [2.856, 4.491, -1.314], [2.963, 3.106, -1.036], [0.426, 3.832, 0.297], [1.651, 4.816, 0.978], [0.128, 5.589, 0.485], [1.197, 4.206, -3.140], [0.551, 3.195, -1.911], [-0.341, 4.710, -2.304], [1.723, 6.493, -2.687], [0.538, 6.887, -1.421], [2.477, 8.312, -1.098], [2.229, 7.225, 0.243], [4.568, 7.138, -0.267], [4.354, 6.934, -1.976], [5.474, 3.671, -1.173], [6.099, 5.346, -1.193], [5.025, 4.721, -2.507], [3.715, 5.823, 1.375], [5.198, 4.840, 1.098], [3.661, 4.096, 1.146], [3.262, 2.631, -1.825], [0.522, 2.113, 3.899], [1.880, 2.791, 3.684], [1.859, 4.231, 4.136], [2.876, 2.117, 4.484], [-0.285, 2.483, 3.263], [0.206, 2.276, 4.935], [0.614, 1.033, 3.758], [2.163, 2.665, 2.630], [2.857, 4.666, 4.073], [1.540, 4.281, 5.177], [1.171, 4.804, 3.511], [3.142, 1.339, 3.977], [0.564, -0.062, -6.987], [0.977, -0.629, -5.640], [2.319, -1.345, -5.732], [1.098, 0.446, -4.685], [-0.339, 0.547, -6.863], [0.285, -0.773, -7.767], [1.347, 0.582, -7.397], [0.281, -1.347, -5.210], [3.180, -0.804, -6.130], [2.246, -2.228, -6.391], [2.626, -1.872, -4.823], [1.774, 1.040, -5.033], [5.820, 0.711, -3.469], [4.642, -0.142, -3.136], [4.813, -1.076, -1.970], [3.586, 0.833, -2.855], [5.600, 1.410, -4.268], [6.718, 0.115, -3.654], [6.101, 1.271, -2.568], [4.288, -0.685, -4.018], [3.972, -1.773, -1.880], [5.008, -0.597, -1.021], [5.607, -1.792, -2.227], [2.824, 0.236, -2.849], [-3.769, -3.505, 0.951], [-4.452, -4.344, 2.014], [-5.856, -4.727, 1.607], [-3.740, -5.559, 2.265], [-3.990, -3.940, -0.040], [-2.678, -3.535, 0.969], [-4.141, -2.483, 0.860], [-4.431, -3.760, 2.947], [-5.822, -5.344, 0.710], [-6.425, -3.820, 1.397], [-6.321, -5.294, 2.411], [-2.848, -5.314, 2.544], [-1.337, -1.035, -0.696], [-0.099, -0.151, -0.877], [0.721, -0.043, 0.402], [0.684, -0.760, -1.934], [-1.885, -1.015, -1.638], [-1.957, -0.565, 0.075], [-1.189, -2.048, -0.321], [-0.496, 0.803, -1.228], [0.246, -0.432, 1.299], [0.897, 1.021, 0.544], [1.721, -0.464, 0.322], [0.822, -0.099, -2.627], [4.784, 1.154, 0.877], [5.143, 0.142, 1.942], [6.335, 0.622, 2.765], [3.967, -0.028, 2.744], [4.515, 2.120, 1.314], [3.849, 0.926, 0.359], [5.560, 1.304, 0.128], [5.458, -0.781, 1.434], [7.173, 0.779, 2.080], [6.626, -0.142, 3.491], [6.157, 1.583, 3.247], [4.210, -0.601, 3.481], [-3.510, 0.539, 2.158], [-4.250, 0.364, 3.483], [-3.397, -0.429, 4.469], [-4.426, 1.653, 4.097], [-3.013, -0.374, 1.825], [-2.700, 1.260, 2.315], [-4.096, 0.899, 1.308], [-5.195, -0.162, 3.320], [-2.767, -1.180, 3.982], [-4.025, -0.925, 5.208], [-2.667, 0.204, 4.977], [-5.150, 2.114, 3.663]],
  "atomic_forces_ev_per_a": [[-0.11, -0.24, -0.62], [0.67, 0.00, 0.75], [-0.79, 0.61, -0.89], [0.74, 0.41, -0.35], [-0.90, -0.92, 0.38], [0.58, 0.00, 0.76], [-0.26, 0.72, 0.21], [-0.90, -0.62, 0.19], [0.44, 0.15, 0.42], [0.13, 0.04, -0.95], [-0.24, -0.34, -0.04], [-0.10, 0.15, -0.23], [0.19, -0.03, 0.39], [-0.27, 0.07, 0.31], [0.16, -0.22, 0.13], [0.24, 0.00, 0.31], [0.17, 0.01, 0.34], [-0.23, -0.23, 0.09], [-0.04, -0.05, 0.04], [0.06, 0.34, -0.32], [0.05, 0.31, -0.11], [-0.21, -0.29, -0.44], [0.16, 0.05, -0.09], [0.39, -0.02, -0.13], [0.17, 0.08, 0.11], [-0.02, 0.04, -0.13], [-0.02, 0.02, -0.06], [-0.12, -0.06, -0.17], [-0.01, -0.11, 0.00], [0.06, 0.20, 0.00], [-0.76, -0.87, -0.10], [0.96, 0.84, -0.30], [-0.68, 0.08, 0.34], [-1.23, -0.42, -0.77], [1.39, -0.62, 0.24], [-0.69, -0.69, 0.33], [0.46, 0.90, -0.47], [0.65, -1.04, -0.07], [0.45, 0.01, 0.31], [-0.77, 0.40, 0.21], [-0.10, -0.22, -0.15], [0.35, 0.29, 0.20], [0.02, 0.21, 0.02], [0.19, -0.05, 0.05], [0.06, -0.11, -0.17], [0.18, 0.02, -0.18], [0.23, -0.19, 0.08], [0.19, -0.03, 0.28], [0.34, 0.22, 0.24], [-0.22, 0.36, 0.10], [-0.18, 0.01, -0.06], [0.29, 0.20, 0.08], [-0.30, 0.17, -0.26], [-0.08, 0.08, -0.01], [-0.22, 0.23, -0.01], [-0.22, 0.23, 0.13], [-0.11, 0.04, 0.13], [-0.12, -0.15, -0.07], [-0.09, 0.00, -0.07], [0.13, 0.08, 0.00], [0.98, -0.30, 0.22], [-0.45, -0.65, -0.77], [0.72, -0.53, 0.33], [-0.31, 0.74, 0.76], [-0.53, 0.03, -0.54], [0.62, 0.19, 1.16], [0.95, 0.83, -0.66], [-0.70, -0.76, 0.23], [-0.57, -1.02, 0.66], [0.35, -0.06, -0.76], [-0.50, -0.13, 0.86], [-0.38, -0.15, 0.04], [-0.20, 0.30, 0.13], [-0.12, -0.01, -0.10], [-0.28, 0.38, -0.16], [-0.33, 0.11, 0.14], [-0.09, -0.08, -0.13], [0.12, 0.04, -0.02], [-0.06, -0.19, -0.31], [0.12, 0.00, -0.02], [0.15, -0.06, 0.04], [0.12, 0.09, -0.25], [-0.40, -0.13, -0.30], [0.18, 0.11, 0.05], [0.08, 0.02, -0.04], [0.26, 0.17, -0.06], [0.19, 0.09, 0.02], [0.10, 0.46, -0.12], [-0.04, 0.05, -0.12], [-0.05, 0.26, -0.25], [0.05, -0.07, 0.39], [-0.07, -0.77, 0.38], [0.13, 0.03, -0.33], [-0.33, 0.24, -0.27], [0.19, 0.10, -0.17], [0.05, -0.05, -0.06], [-0.02, 0.07, -0.12], [0.00, 0.36, 0.00], [-0.02, 0.04, -0.09], [-0.08, 0.01, 0.01], [0.00, 0.09, 0.11], [0.14, -0.02, -0.04], [-0.90, 0.39, -0.10], [1.36, 0.06, 0.00], [0.28, -1.88, -0.44], [-0.29, -0.21, -0.07], [0.19, 0.08, 0.11], [0.34, -0.38, 0.26], [0.04, -0.04, 0.10], [-0.35, 0.27, -0.09], [-0.28, 0.53, 0.14], [-0.31, 0.39, -0.26], [-0.19, 0.65, 0.36], [0.01, 0.10, 0.19], [1.17, -0.14, 0.86], [-0.88, 1.14, -0.07], [0.27, -1.50, -0.64], [-0.05, -1.07, -0.13], [0.09, -0.04, -0.16], [-0.18, -0.02, -0.48], [-0.25, 0.23, -0.13], [0.35, -0.18, 0.06], [-0.35, 0.51, 0.18], [0.07, 0.18, 0.02], [0.29, 0.38, 0.25], [-0.48, 0.62, 0.29], [-0.11, -0.47, -1.62], [0.67, 0.08, 0.36], [0.12, 0.21, 0.32], [-0.07, 0.14, -0.31], [-0.04, -0.05, 0.22], [-0.05, 0.25, 0.57], [0.11, 0.07, 0.44], [-0.38, -0.04, 0.00], [0.03, -0.01, -0.04], [-0.15, -0.10, 0.02], [-0.16, 0.04, -0.06], [0.03, -0.11, 0.17], [-0.36, 0.82, 0.39], [-0.37, -1.95, -0.21], [0.34, 1.15, -0.11], [0.19, 0.60, -0.03], [-0.15, -0.36, 0.08], [-0.13, 0.09, -0.23], [0.52, -0.07, -0.38], [0.34, 0.22, 0.13], [-0.21, -0.10, -0.07], [0.14, 0.20, 0.45], [-0.10, -0.35, -0.24], [-0.20, -0.16, -0.11], [-0.96, 0.57, -0.05], [0.37, 0.83, -0.37], [0.06, -0.13, -0.36], [0.29, -0.43, 0.07], [0.50, 0.02, 0.23], [0.19, -0.50, -0.11], [0.12, -0.04, 0.11], [-0.41, -0.22, 0.27], [0.05, -0.15, 0.09], [0.06, 0.16, 0.13], [-0.24, -0.11, 0.17], [-0.11, -0.04, -0.01], [0.50, 0.13, -0.14], [1.04, 0.16, -0.19], [0.29, -0.32, 0.02], [-0.54, -0.28, -0.05], [-0.27, -0.17, 0.12], [-0.07, 0.02, 0.05], [-0.23, 0.01, 0.22], [-0.14, 0.20, 0.10], [-0.40, -0.15, -0.16], [0.12, 0.06, 0.11], [-0.31, 0.29, 0.03], [0.02, 0.00, -0.04]],
  "mulliken_charge": [-1.841, 1.849, -1.935, -1.263, -0.818, -1.182, 1.322, -2.147, -1.754, 0.879, -0.488, 0.289, 0.369, 0.440, 0.562, 0.090, 0.299, 0.460, 0.486, 0.394, 0.350, 0.460, 0.363, 0.439, 0.374, 0.445, 0.344, 0.459, 0.454, 0.297, -1.892, 1.841, -1.336, -1.357, -0.705, -1.328, 2.128, -1.730, -2.087, 0.020, -0.269, 0.430, 0.235, 0.430, 0.575, -0.122, 0.398, 0.454, 0.331, 0.411, 0.278, 0.355, 0.513, 0.337, 0.632, -0.076, 0.361, 0.423, 0.470, 0.297, -1.142, 1.749, -2.175, -1.313, -0.652, -1.455, 2.163, -2.094, -1.159, 0.071, 0.729, 0.173, 0.068, 0.341, 0.496, 0.049, 0.464, 0.385, 0.476, 0.444, 0.256, 0.416, 0.428, 0.178, 0.519, 0.465, 0.318, 0.452, -0.434, 0.123, -1.341, 1.939, -1.629, -0.659, 0.266, 0.443, 0.221, -0.551, 0.342, 0.465, 0.269, 0.324, -1.349, 0.519, -1.446, -0.244, 0.290, 0.396, 0.342, 0.287, 0.300, 0.513, 0.306, 0.218, -1.535, 1.509, -1.220, -0.306, 0.370, 0.412, 0.183, -0.297, 0.388, -0.039, 0.494, -0.112, -0.401, 0.856, -1.619, -0.552, 0.302, -0.278, 0.168, 0.111, 0.387, 0.360, 0.409, 0.231, -1.091, 1.646, -0.753, -0.489, 0.323, -0.150, 0.161, -0.043, 0.132, -0.093, 0.163, -0.097, -1.032, 0.780, -1.600, -0.477, 0.189, -0.213, 0.555, 0.225, 0.408, 0.465, 0.297, 0.254, 0.165, 0.390, -1.203, -0.599, -0.458, 0.285, 0.027, 0.322, 0.075, 0.337, 0.382, 0.320],
  "e_lumo_ev": 0.49,
  "total_charge": 0,
  "multiplicity": 1,
  "homo_ev": -8.17
}


{
  "formula": "C23H26N4S3V",
  "method": "ωB97M-V with the def2-TZVPD basis set",
  "symbols": ["V", "C", "N", "C", "C", "N", "C", "C", "C", "C", "C", "C", "C", "S", "C", "C", "C", "C", "C", "C", "S", "H", "H", "H", "H", "H", "H", "H", "H", "H", "H", "H", "H", "H", "H", "H", "H", "H", "H", "N", "C", "S", "N", "C", "C", "C", "C", "C", "C", "H", "H", "H", "H", "H", "H", "H", "H"],
  "xyz": [[-0.053, -0.555, -0.354], [-2.903, 0.874, -0.276], [-2.180, -0.395, -0.400], [-2.839, -1.395, -1.253], [-1.866, -2.519, -1.552], [-0.563, -1.956, -2.006], [0.414, -3.075, -2.128], [-0.687, -1.317, -3.315], [-1.254, -1.990, -4.384], [-1.310, -1.396, -5.638], [-0.788, -0.123, -5.841], [-0.216, 0.555, -4.787], [-0.168, -0.025, -3.507], [0.492, 0.882, -2.202], [-1.539, -0.962, 0.746], [-2.172, -1.459, 1.854], [-1.530, -2.094, 2.923], [-0.198, -2.465, 3.029], [0.899, -2.319, 2.174], [0.970, -1.639, 0.972], [2.199, -1.294, -0.070], [-3.845, 0.747, 0.267], [-3.118, 1.263, -1.271], [-2.275, 1.594, 0.246], [-3.174, -0.904, -2.168], [-3.720, -1.810, -0.751], [-2.290, -3.196, -2.296], [-1.660, -3.103, -0.657], [0.041, -3.825, -2.829], [0.558, -3.526, -1.149], [1.365, -2.686, -2.480], [-1.643, -2.992, -4.260], [-1.755, -1.937, -6.463], [-0.827, 0.332, -6.821], [0.197, 1.546, -4.923], [-3.257, -1.371, 1.924], [-2.164, -2.387, 3.751], [0.035, -3.002, 3.943], [1.814, -2.794, 2.519], [-0.845, 1.306, 2.984], [0.282, 1.805, 2.471], [0.771, 1.533, 0.867], [1.016, 2.592, 3.267], [2.318, 3.111, 2.960], [2.499, 4.481, 2.895], [3.767, 4.988, 2.643], [4.833, 4.124, 2.445], [4.638, 2.750, 2.509], [3.380, 2.237, 2.777], [-1.326, 0.606, 2.442], [-1.006, 1.320, 3.978], [0.607, 2.891, 4.139], [1.655, 5.146, 3.032], [3.917, 6.058, 2.594], [5.819, 4.521, 2.243], [5.470, 2.076, 2.359], [3.213, 1.169, 2.831]],
  "atomic_forces_ev_per_a": [[0.09, -0.06, 0.99], [-0.03, -0.07, 0.06], [0.05, 0.12, -0.07], [-0.04, 0.00, 0.02], [-0.08, 0.09, -0.10], [0.06, -0.29, -0.05], [-0.09, 0.01, -0.03], [-0.02, 0.00, 0.06], [0.04, 0.03, 0.01], [0.01, 0.03, 0.00], [-0.02, -0.02, -0.05], [0.02, 0.00, 0.03], [0.01, -0.01, 0.01], [-0.01, 0.04, -0.21], [0.14, 0.11, -0.03], [0.08, -0.13, -0.10], [-0.09, -0.01, 0.04], [0.02, -0.02, -0.01], [0.06, 0.06, -0.07], [-0.48, -0.03, -0.05], [0.25, 0.03, -0.15], [0.00, -0.01, -0.01], [0.00, 0.00, 0.00], [0.00, -0.02, 0.02], [0.05, 0.00, -0.03], [-0.04, 0.04, -0.02], [-0.01, 0.01, -0.02], [0.00, 0.01, 0.00], [0.01, -0.01, 0.01], [0.01, 0.00, 0.01], [0.01, 0.00, -0.01], [0.00, 0.00, 0.00], [0.00, 0.00, 0.00], [0.00, 0.00, 0.00], [0.00, 0.00, 0.01], [0.01, 0.03, -0.02], [0.01, 0.00, -0.01], [0.00, 0.00, 0.00], [0.00, 0.03, 0.00], [-0.08, -0.05, 0.04], [0.09, -0.04, -0.07], [-0.06, 0.18, -0.21], [0.05, 0.06, -0.01], [-0.02, 0.01, -0.01], [0.01, 0.00, -0.01], [0.00, 0.01, 0.00], [0.00, -0.01, 0.00], [0.00, 0.01, 0.00], [-0.01, 0.01, 0.01], [-0.01, -0.04, -0.01], [0.01, -0.01, 0.00], [0.00, -0.04, 0.02], [0.00, 0.00, 0.00], [0.00, 0.00, 0.00], [0.00, 0.00, 0.00], [0.00, 0.00, 0.00], [0.01, 0.00, 0.00]],
  "nbo_charge": [0.510, -0.404, -0.495, -0.231, -0.225, -0.493, -0.398, 0.252, -0.257, -0.144, -0.205, -0.142, -0.294, 0.292, -0.086, -0.237, -0.261, -0.140, -0.239, -0.329, 0.139, 0.199, 0.216, 0.223, 0.218, 0.213, 0.213, 0.234, 0.198, 0.226, 0.231, 0.227, 0.234, 0.238, 0.239, 0.219, 0.223, 0.221, 0.216, -0.778, 0.362, -0.092, -0.596, 0.195, -0.246, -0.184, -0.199, -0.196, -0.228, 0.433, 0.401, 0.405, 0.222, 0.224, 0.225, 0.225, 0.227],
  "e_lumo_ev": [-3.66, -5.47],
  "total_charge": 1,
  "multiplicity": 3,
  "homo_ev": [-10.37, -10.20]
}